Entry 1:
Below is a 2-piece molecular cluster, C12H12BrF overall at a distorted geometry, with properties calculated with ωB97M-V with the def2-TZVPD basis set.

Properties
Energy (hartree): -3138.05528
Expectation value of S²: 2.01
Orbital gap (alpha / beta) (hartree): 0.306 / 0.231
Net charge: 0
Strongest force on any atom (eV/Å): 4.23
Spin multiplicity: 3
Lowest unoccupied orbital energy (alpha / beta) (eV): 0.77 / -2.14

Each line ends with the Löwdin charge.
Element x y z (Å)
C  -0.054516  0.012150  3.548910  -0.08
C  0.135894  -1.096845  2.753202  -0.09
C  -0.022903  1.294698  2.931858  -0.08
C  0.397216  -0.986717  1.404097  -0.04
C  0.173265  1.357315  1.595302  -0.07
C  0.187795  0.196773  0.810236  -0.19
C  -0.439668  -2.063070  -1.802434  -0.11
C  -0.625544  -0.965552  -2.896282  -0.10
C  0.087167  0.339462  -0.651211  -0.22
C  -0.073847  -0.649289  -1.536778  -0.27
C  2.366272  -1.486654  -2.113247  -0.61
C  0.050412  1.735490  -1.220049  -0.06
F  2.788334  -1.854489  -0.943166  -0.06
Br  3.474547  -0.129869  -2.728027  0.71
H  -0.423004  -0.281086  4.520826  0.10
H  -0.079825  -2.107706  3.049862  0.10
H  -0.197497  2.301204  3.478164  0.14
H  0.513092  -1.851996  0.735956  0.12
H  0.260028  2.367285  1.262371  0.10
H  -1.312678  -2.636195  -1.346511  0.13
H  0.412706  -2.618132  -2.240368  0.08
H  -0.099132  -0.790182  -3.786809  0.08
H  -1.718488  -0.712441  -2.921811  0.12
H  -0.762580  2.255542  -0.618283  0.09
H  -0.201810  1.594764  -2.381415  0.12
H  0.985242  2.330531  -1.066387  0.09

Force components x, y, z for each atom (eV/Å):
C -0.90 -0.12 -0.43
C 0.22 -0.38 -0.21
C -0.16 0.41 2.80
C -0.82 -1.80 -0.53
C -0.40 0.24 0.04
C 1.32 2.15 -1.75
C 0.68 -0.34 -1.17
C -2.84 0.91 3.00
C 0.36 0.12 -1.01
C -0.87 -0.86 -0.06
C 1.01 0.99 -0.13
C -1.01 0.19 -1.22
F -0.57 -1.26 1.14
Br -0.18 0.41 -0.99
H 0.18 0.95 0.48
H 0.37 -0.16 0.90
H 0.47 -2.08 -0.62
H -0.05 0.18 0.64
H -0.17 0.24 -1.01
H 1.32 0.96 -0.76
H -0.54 -0.56 1.18
H 0.84 -0.52 -1.03
H 1.13 0.22 -0.43
H 0.74 -0.19 -1.31
H 0.50 0.91 2.69
H -0.63 -0.60 -0.24

Entry 2:
Below is C48H84AsF6N12 as an isolated structure at a distorted geometry, with properties calculated with ωB97M-V with the def2-TZVPD basis set.

Properties
Energy (hartree): -5371.64183
Orbital gap (hartree): 0.391
Net charge: -1
Strongest force on any atom (eV/Å): 1.53
Lowest unoccupied orbital energy (eV): 1.45
Energy relative to the best compared isomer or geometry (same formula, charge and spin) (eV): 0.696

Each line ends with the Löwdin charge.
Element x y z (Å)
As  -0.027402  -0.023905  -0.087395  0.79
F  1.527403  -0.782262  -0.326261  -0.24
F  0.103857  0.946329  -1.530475  -0.24
F  -1.634508  0.589345  0.202722  -0.25
F  -0.174445  -0.892568  1.437557  -0.25
F  0.717999  1.261824  0.856831  -0.25
F  -0.738492  -1.336770  -0.977015  -0.23
C  -2.400934  -0.761373  3.588001  -0.11
C  -1.804375  -2.125223  3.895523  -0.26
C  -1.509153  -2.292150  5.395058  -0.19
C  -2.604601  -1.996868  6.313547  -0.24
N  -3.432859  -1.736724  7.063642  0.13
H  -2.795613  -0.689060  2.573094  0.05
H  -1.658171  0.023747  3.739465  0.05
H  -3.257235  -0.567722  4.238985  0.08
H  -0.920730  -2.344960  3.307800  0.07
H  -2.549596  -2.885048  3.645801  0.09
H  -0.768257  -1.515008  5.625854  0.09
H  -1.005628  -3.217186  5.669193  0.11
C  5.100326  -1.785827  1.968223  -0.08
C  4.507949  -1.227667  0.679947  -0.24
C  5.067099  -1.919843  -0.590164  -0.18
C  5.334438  -3.341110  -0.486045  -0.26
N  5.517633  -4.473945  -0.422399  0.18
H  4.557600  -1.433735  2.843149  0.06
H  6.165809  -1.557384  2.039904  0.08
H  5.054662  -2.876944  1.958506  0.05
H  4.667346  -0.155799  0.568421  0.10
H  3.429665  -1.391330  0.650599  0.06
H  6.015163  -1.449281  -0.873167  0.12
H  4.442622  -1.768913  -1.472941  0.08
C  -6.309278  0.294683  0.420131  -0.09
C  -5.332975  1.225079  1.170216  -0.24
C  -4.662100  2.229693  0.247744  -0.19
C  -5.493254  3.000069  -0.680091  -0.24
N  -6.098629  3.617505  -1.436764  0.15
H  -5.805164  -0.233902  -0.393576  0.06
H  -7.086606  0.913005  -0.031540  0.07
H  -6.761256  -0.449565  1.071725  0.07
H  -4.571717  0.662447  1.705739  0.08
H  -5.956177  1.742166  1.900360  0.11
H  -3.883904  1.771617  -0.371163  0.09
H  -4.122540  2.937702  0.883845  0.09
C  5.078026  3.713973  -0.649824  -0.10
C  3.632637  3.529649  -1.102766  -0.26
C  3.122972  2.095469  -1.210470  -0.19
C  3.852607  1.205927  -2.080095  -0.21
N  4.429294  0.500092  -2.777112  0.19
H  5.294516  4.765707  -0.474494  0.07
H  5.811218  3.289003  -1.334296  0.07
H  5.186571  3.198357  0.310943  0.08
H  3.489838  4.037823  -2.063726  0.11
H  3.004526  4.102008  -0.417953  0.09
H  2.080776  2.101093  -1.540261  0.09
H  3.075662  1.652155  -0.210354  0.11
C  3.072893  -5.098003  1.788031  -0.09
C  2.182202  -3.934233  1.334684  -0.25
C  0.789694  -4.365006  0.910574  -0.18
C  -0.154691  -4.670872  1.989921  -0.21
N  -0.903831  -4.970838  2.805848  0.17
H  2.741309  -5.557251  2.716084  0.08
H  4.106815  -4.756403  1.854510  0.04
H  3.109325  -5.814998  0.963562  0.08
H  2.710065  -3.482157  0.489255  0.08
H  2.139385  -3.138790  2.083365  0.10
H  0.749210  -5.196420  0.204156  0.12
H  0.327638  -3.524018  0.375357  0.09
C  3.485281  -3.863778  -3.346577  -0.10
C  2.547459  -2.720918  -3.726634  -0.25
C  1.192103  -2.719588  -3.013271  -0.18
C  0.612512  -4.069927  -2.921118  -0.23
N  0.222328  -5.143354  -2.805607  0.16
H  3.111574  -4.762191  -3.842470  0.08
H  3.382326  -4.100683  -2.284229  0.06
H  4.511357  -3.665752  -3.636951  0.08
H  2.295743  -2.761834  -4.792650  0.10
H  2.974020  -1.723809  -3.583610  0.08
H  0.470353  -2.008322  -3.411032  0.10
H  1.355691  -2.405939  -1.976846  0.08
C  -0.692616  4.764151  3.388506  -0.09
C  -0.428892  3.281272  3.161880  -0.25
C  -1.594370  2.563313  2.474609  -0.19
C  -2.839227  2.689806  3.238707  -0.24
N  -3.824424  2.775524  3.820981  0.18
H  0.093721  5.259019  3.956789  0.07
H  -1.647467  4.896212  3.904499  0.07
H  -0.800256  5.326447  2.456299  0.06
H  -0.211570  2.760067  4.098675  0.10
H  0.504386  3.185193  2.602062  0.09
H  -1.425794  1.495420  2.374429  0.07
H  -1.805180  3.001608  1.498010  0.09
C  0.371213  0.195271  -5.695387  -0.09
C  0.977572  1.242159  -4.757988  -0.24
C  2.402702  1.681419  -5.111646  -0.20
C  2.662655  1.976259  -6.527754  -0.23
N  2.822785  2.186514  -7.643244  0.14
H  0.278420  0.528526  -6.727655  0.07
H  -0.622576  -0.069324  -5.324008  0.06
H  0.922689  -0.746982  -5.693107  0.07
H  0.988751  0.830684  -3.748609  0.08
H  0.325164  2.117226  -4.762879  0.11
H  3.118927  0.891067  -4.879972  0.09
H  2.660493  2.572885  -4.538321  0.11
C  -4.397063  -3.216224  0.961151  -0.09
C  -3.230044  -2.928270  0.005474  -0.26
C  -2.757351  -4.163337  -0.765809  -0.19
C  -3.820605  -4.754277  -1.597122  -0.24
N  -4.638469  -5.249835  -2.232423  0.13
H  -5.266653  -3.454473  0.350129  0.07
H  -4.596691  -2.354015  1.598559  0.05
H  -4.155386  -4.048151  1.624906  0.07
H  -2.359957  -2.476177  0.480355  0.08
H  -3.584543  -2.195922  -0.725731  0.09
H  -2.409325  -4.957945  -0.102529  0.11
H  -1.934070  -3.874131  -1.420015  0.08
C  2.633446  1.715906  5.769525  -0.09
C  2.870555  1.124004  4.385743  -0.26
C  1.840290  0.066694  4.025430  -0.19
C  1.845164  -1.133701  4.868678  -0.24
N  1.874848  -2.077614  5.518454  0.17
H  3.375307  2.464156  6.053478  0.07
H  2.752957  0.925285  6.510590  0.08
H  1.660382  2.208438  5.760967  0.07
H  3.869404  0.679954  4.333445  0.11
H  2.822746  1.846842  3.566858  0.10
H  1.935632  -0.349110  3.018635  0.10
H  0.839348  0.499205  4.132711  0.10
C  -4.586441  1.131492  -4.891778  -0.10
C  -4.386989  1.095980  -3.374199  -0.25
C  -3.050220  0.425230  -3.021438  -0.19
C  -2.924115  -0.964907  -3.445874  -0.23
N  -2.828259  -2.056176  -3.789948  0.18
H  -3.748323  1.656332  -5.358499  0.07
H  -5.516883  1.637748  -5.151277  0.07
H  -4.632356  0.171372  -5.410604  0.07
H  -5.238746  0.593709  -2.914695  0.11
H  -4.371044  2.116178  -2.996875  0.08
H  -2.847104  0.460519  -1.947612  0.08
H  -2.244475  1.002874  -3.482545  0.11
C  0.418131  6.003817  -0.568130  -0.09
C  0.169082  4.500685  -0.732380  -0.25
C  -1.253888  4.110894  -1.138389  -0.19
C  -1.736157  4.810327  -2.309845  -0.23
N  -2.099524  5.377730  -3.238231  0.16
H  -0.191271  6.389623  0.246712  0.07
H  0.211980  6.532052  -1.501651  0.07
H  1.479128  6.198351  -0.402007  0.07
H  0.471905  4.007998  0.194149  0.09
H  0.835252  4.101648  -1.501076  0.09
H  -1.979806  4.253607  -0.328320  0.11
H  -1.290272  3.022511  -1.228361  0.09

Force components x, y, z for each atom (eV/Å):
As -0.24 -0.85 1.09
F -0.08 0.53 -0.18
F 0.08 -0.17 0.25
F 0.17 0.37 -0.23
F 0.08 -0.03 -0.53
F -0.16 -0.03 -0.55
F 0.15 0.28 0.03
C -0.16 -0.01 0.13
C -1.25 -0.56 0.36
C 1.06 1.10 -0.08
C -0.08 -0.32 -0.23
N -0.16 0.03 0.08
H 0.32 -0.08 -0.13
H -0.06 0.06 0.04
H 0.12 0.10 0.12
H 0.14 0.09 0.10
H 0.13 -0.06 -0.25
H 0.06 -0.12 0.18
H -0.27 -0.22 -0.19
C 0.19 -0.15 -0.37
C -0.39 -0.79 -0.47
C 0.61 0.83 -0.25
C -0.18 -0.44 0.19
N 0.09 0.09 0.02
H 0.14 0.10 0.10
H -0.05 0.23 0.20
H -0.19 0.08 0.09
H 0.08 0.04 0.06
H 0.06 0.14 0.26
H 0.04 -0.05 0.07
H -0.22 0.06 0.17
C 0.63 0.26 -0.24
C -1.36 -0.55 -0.44
C 0.84 0.33 0.11
C -0.23 -0.04 0.24
N -0.01 -0.06 0.08
H 0.01 -0.07 0.02
H -0.14 -0.15 0.02
H -0.02 0.06 0.09
H 0.09 0.06 0.00
H 0.37 0.22 0.21
H -0.08 -0.26 0.06
H -0.09 0.18 -0.12
C -0.27 -0.58 0.49
C 0.34 0.79 -0.70
C -0.74 0.38 0.91
C 0.37 -0.03 -0.15
N 0.11 -0.12 -0.06
H 0.06 0.03 -0.14
H -0.05 0.05 -0.11
H 0.21 0.06 -0.02
H 0.05 -0.13 -0.06
H -0.20 -0.35 0.12
H 0.05 -0.03 -0.06
H 0.11 -0.14 -0.09
C 0.03 0.39 -0.58
C 0.85 -0.38 0.22
C -0.87 0.88 -0.42
C 0.45 -0.34 -0.04
N -0.09 0.02 0.12
H 0.02 -0.09 0.00
H -0.10 -0.06 0.41
H -0.17 -0.27 0.26
H -0.40 -0.04 -0.21
H -0.20 -0.11 0.12
H 0.35 -0.09 0.06
H -0.01 -0.05 -0.03
C -1.09 -0.09 0.04
C -0.53 0.54 -0.89
C 0.32 -0.41 1.04
C 0.01 0.40 -0.13
N -0.06 -0.09 0.03
H 0.31 -0.06 -0.10
H 0.43 0.21 0.05
H 0.10 -0.06 0.12
H 0.38 -0.12 -0.07
H 0.18 -0.13 0.18
H -0.02 -0.12 -0.26
H -0.10 -0.04 -0.01
C -0.52 0.14 0.07
C 0.46 0.12 0.12
C -0.09 0.27 0.25
C 0.09 0.03 0.07
N -0.11 0.06 0.06
H 0.02 -0.13 0.10
H 0.15 0.07 0.20
H 0.12 -0.23 -0.16
H -0.21 0.19 0.18
H -0.25 -0.27 -0.38
H 0.23 0.05 -0.32
H 0.22 -0.19 -0.15
C -0.16 -0.26 0.37
C -0.16 -0.18 -0.66
C 0.33 -0.21 -0.25
C -0.68 0.07 0.27
N 0.15 0.06 -0.23
H 0.05 0.13 0.02
H -0.06 0.08 -0.14
H 0.25 0.08 -0.02
H 0.06 0.16 0.07
H 0.00 0.06 0.12
H -0.03 0.06 0.32
H 0.19 -0.08 0.07
C 0.75 0.06 -0.14
C -0.45 0.06 -0.05
C -0.21 0.06 -0.22
C 0.28 0.04 0.07
N -0.10 0.06 0.04
H -0.19 -0.08 0.27
H -0.16 0.07 -0.11
H -0.11 -0.10 -0.05
H -0.07 -0.10 0.28
H 0.16 0.05 -0.06
H 0.07 0.10 0.12
H 0.00 -0.16 -0.09
C 0.37 0.16 -0.43
C 0.62 -0.28 -0.31
C -0.64 -0.67 0.14
C 0.30 0.38 0.16
N 0.01 -0.26 0.15
H 0.03 0.08 -0.30
H -0.58 0.02 0.12
H -0.11 -0.23 0.51
H -0.01 0.02 0.00
H 0.02 0.27 0.27
H 0.00 0.53 -0.19
H -0.02 -0.05 -0.30
C 0.00 0.26 -0.29
C 0.04 -0.54 -0.71
C 0.00 0.40 0.42
C -0.09 0.03 -0.09
N 0.07 -0.05 0.01
H -0.12 0.21 -0.01
H 0.10 0.19 0.05
H 0.05 -0.27 0.51
H 0.12 -0.11 0.20
H 0.03 0.04 0.03
H -0.06 -0.09 0.01
H 0.07 -0.09 -0.08
C 0.08 -0.38 -0.60
C 0.50 0.38 -0.14
C -0.11 -0.61 1.30
C -0.04 -0.16 -0.31
N 0.00 0.07 -0.09
H 0.09 0.28 -0.02
H -0.38 0.06 0.13
H -0.05 -0.07 0.41
H -0.34 -0.26 -0.01
H 0.03 0.07 -0.05
H 0.11 0.53 0.00
H 0.04 -0.01 -0.64

Entry 3:
Below is C22H23AsGaN2O3 as an isolated structure, with properties calculated with ωB97M-V with the def2-TZVPD basis set.

Properties
Energy (hartree): -5347.71110
Orbital gap (hartree): 0.297
Net charge: +1
Strongest force on any atom (eV/Å): 0.96
Lowest unoccupied orbital energy (eV): -2.51
Energy relative to the best compared isomer or geometry (same formula, charge and spin) (eV): 0.284

Each line ends with the Löwdin charge.
Element x y z (Å)
Ga  1.845586  0.751426  1.403337  0.26
C  1.749021  -1.056722  3.793460  -0.04
O  1.135699  -0.843368  2.489748  -0.13
H  1.333048  -1.961931  4.228125  0.10
H  1.574593  -0.198483  4.439766  0.11
H  2.813508  -1.183475  3.624429  0.08
H  0.181000  -0.708455  2.627060  0.07
N  5.367417  -0.033879  -0.426490  0.10
C  5.469626  -1.183016  0.319957  -0.05
C  4.353915  -1.221904  1.091632  -0.08
N  3.586271  -0.112696  0.815939  0.02
C  4.226367  0.586485  -0.102557  -0.12
H  6.038779  0.300491  -1.097341  0.17
H  6.307564  -1.851019  0.239589  0.13
H  4.061599  -1.968245  1.807872  0.11
H  3.882713  1.526231  -0.504096  0.15
O  0.906538  0.227187  -0.200663  -0.40
As  -0.720700  0.071581  -0.579458  1.29
C  -1.608490  -0.791724  0.888539  -0.29
C  -2.038038  -2.111085  0.934541  -0.07
C  -2.628333  -2.600440  2.093923  -0.05
C  -2.788103  -1.779994  3.199909  -0.05
C  -2.363837  -0.455957  3.156102  -0.06
C  -1.781862  0.044068  1.999383  -0.12
C  -0.790519  -0.778996  -2.285078  -0.29
C  0.000101  -0.159015  -3.252207  -0.09
C  0.033451  -0.672940  -4.537283  -0.06
C  -0.721435  -1.794363  -4.856972  -0.06
C  -1.515420  -2.400772  -3.896115  -0.06
C  -1.555566  -1.893209  -2.604656  -0.09
C  -1.444616  1.831581  -0.689579  -0.32
C  -2.799186  2.010098  -0.959913  -0.09
C  -3.306444  3.294976  -1.040948  -0.07
C  -2.461996  4.383479  -0.845360  -0.06
C  -1.117619  4.193491  -0.568026  -0.05
C  -0.589547  2.909624  -0.488652  -0.07
H  -1.893878  -2.775567  0.095296  0.09
H  -2.959401  -3.629544  2.130743  0.12
H  -3.251696  -2.167841  4.097095  0.12
H  -2.503451  0.191442  4.011816  0.12
H  -1.483174  1.087430  1.950667  0.12
H  0.587152  0.716140  -3.000049  0.11
H  0.645195  -0.196093  -5.291100  0.11
H  -0.695544  -2.191870  -5.862731  0.11
H  -2.110885  -3.267232  -4.149748  0.11
H  -2.198260  -2.362851  -1.874528  0.09
H  -3.454775  1.159218  -1.111024  0.11
H  -4.355385  3.450305  -1.253950  0.11
H  -2.862172  5.387101  -0.904751  0.11
H  -0.468087  5.042272  -0.402154  0.12
H  0.456507  2.764013  -0.236993  0.08
O  1.912772  2.424043  1.583496  -0.44

Force components x, y, z for each atom (eV/Å):
Ga 0.07 -0.15 -0.95
C -0.07 -0.02 -0.02
O 0.20 0.24 0.34
H 0.02 0.00 0.01
H 0.03 0.00 0.00
H 0.01 0.02 0.03
H -0.02 -0.13 -0.13
N -0.03 0.06 -0.05
C -0.02 -0.03 0.05
C 0.05 -0.07 -0.08
N -0.12 0.04 0.09
C 0.05 -0.03 0.11
H 0.01 0.00 0.00
H 0.00 0.00 0.00
H -0.03 -0.01 -0.02
H 0.05 0.02 0.01
O 0.23 -0.47 0.18
As -0.14 0.25 -0.05
C -0.19 0.16 -0.02
C 0.16 -0.06 0.05
C 0.01 -0.02 -0.01
C 0.01 0.01 0.01
C 0.03 -0.02 0.00
C -0.13 -0.01 -0.07
C -0.02 0.01 0.02
C 0.01 -0.07 0.01
C 0.01 0.01 0.01
C 0.00 0.00 0.00
C -0.01 0.01 0.01
C -0.06 0.03 0.00
C 0.08 -0.05 -0.02
C -0.01 0.00 -0.05
C 0.01 -0.01 0.01
C -0.01 0.00 0.00
C 0.02 -0.01 0.00
C -0.06 0.02 -0.02
H 0.01 -0.01 0.00
H -0.01 0.00 0.00
H 0.00 0.00 0.00
H 0.00 0.00 0.00
H 0.00 0.01 0.02
H 0.00 0.00 0.00
H -0.01 0.00 0.00
H 0.00 0.00 0.00
H 0.00 0.00 0.00
H -0.01 0.01 0.00
H 0.00 0.00 0.00
H 0.00 0.00 0.00
H 0.00 0.00 0.00
H -0.01 0.00 0.00
H -0.02 -0.01 0.11
O -0.11 0.23 0.44